Entry from OMol25: one molecule with the formula C7H8Cl2N2O (ωB97M-V/def2-TZVPD).

Geometry as XYZ:
```
20
Properties=species:S:1:pos:R:3:forces:R:3
C 0.818769 -1.362189 -0.596294 3.390 3.292 1.863
C -0.153077 -0.335413 -0.734597 0.564 -1.535 -0.021
C -1.329752 -0.677448 -1.371890 -1.160 1.737 -1.175
C -1.831356 -1.931050 -1.733215 0.485 -0.236 0.791
C 0.413461 2.357090 1.954869 3.387 -0.321 1.061
C 0.292294 1.041869 -0.200470 -3.416 -0.525 -1.252
C 0.402422 0.949599 1.350621 -0.662 0.847 -0.728
N 0.672702 -2.631208 -0.621789 -1.677 -0.989 -0.966
N -0.044155 -3.637747 -0.841160 -1.624 0.838 -0.018
O 1.459852 -3.705127 -0.826283 3.125 -0.990 0.353
Cl -2.136022 0.825172 -1.994757 -0.649 -0.072 -0.081
Cl -3.160841 -2.020194 -2.786903 0.442 0.298 0.276
H 1.874493 -0.895373 -0.310689 -2.113 -1.908 -0.692
H 0.440141 2.182866 3.014952 -0.353 0.156 0.783
H -0.400871 2.960831 1.736525 -1.578 0.991 -0.649
H 1.395053 2.987224 1.846580 -1.673 -1.316 -0.539
H -0.647696 1.661635 -0.555904 2.189 -0.590 1.336
H 1.124737 1.419760 -0.796259 0.299 -0.070 0.480
H 1.289172 0.439320 1.710591 0.219 -0.278 -0.285
H -0.479328 0.370384 1.756072 0.804 0.669 -0.538
```
Forces are in eV/Å.

The calculation puts the energy above the lowest of the compared OMol25 structures with the same formula, charge and spin at 857.69 kJ/mol. The total energy is -37450.97236 eV. The frontier orbital gap (spin up / spin down) is 6.568 / 6.564 eV. Its HOMO energy (spin up / spin down) is -8.314 / -8.314 eV. The value obtained for the strongest force on any atom is 5.1 eV/Å.

Mulliken atomic charge list, values in e, 6 entries: -0.132, 0.162, 0.760, -0.575, -1.340, -0.716

---

Entry from OMol25: one molecule with the formula C4H7Cl2INO4PS (ωB97M-V/def2-TZVPD).

Geometry as XYZ:
```
21
Properties=species:S:1:pos:R:3:forces:R:3
C 3.236628 -0.925822 0.142382 -0.181 -0.256 0.638
C 2.703636 0.527311 0.036570 0.204 -0.983 0.845
Cl 3.352158 1.417970 1.505670 0.284 -0.058 -0.988
C 1.125784 0.653156 0.059469 0.720 0.644 -0.141
Cl 0.500813 0.790407 1.773063 -0.133 -0.060 -0.699
N 0.450238 -0.386192 -0.759032 -0.887 1.715 1.510
I -0.101518 -2.063096 0.318333 0.238 -0.413 -0.256
C -0.742584 0.273799 -1.306698 0.649 -0.884 0.251
O -0.851841 0.328961 -2.462411 -0.341 0.413 -1.901
O -1.708283 0.900154 -0.492845 -0.870 -1.119 1.204
P -3.094546 0.028990 -0.234469 -1.195 -1.515 -0.018
O -2.971933 -0.525241 1.321982 -0.055 1.677 -0.966
O -4.413341 1.027006 -0.199844 2.364 -0.417 1.003
S -3.396398 -1.438610 -1.430095 0.137 0.612 -0.064
H 2.883924 -1.385983 1.095135 0.192 0.384 -0.642
H 4.345191 -0.928458 0.200014 -0.699 0.135 -0.250
H 2.892593 -1.589304 -0.678554 0.223 0.634 0.297
H 3.174624 1.011558 -0.838319 -0.729 -0.048 0.393
H 0.879443 1.635146 -0.410438 0.141 -0.679 0.428
H -3.855820 -0.752624 1.656669 0.272 -0.117 -0.204
H -4.408768 1.400872 0.703417 -0.333 0.337 -0.442
```
Forces are in eV/Å.

The calculation puts the energy above the lowest of the compared OMol25 structures with the same formula, charge and spin at 0.00 kJ/mol. The total energy is -67212.19569 eV. Its structure (SMILES) is C[C@H](Cl)[C@H](Cl)N(I)C(=O)OP(O)(O)=S. The frontier orbital gap is 8.355 eV. Its HOMO energy is -9.167 eV. The value obtained for the strongest force on any atom is 2.6 eV/Å.

Mulliken atomic charge list, values in e, 6 entries: -1.294, 0.179, -0.192, -0.099, -0.096, -0.275

---

Entry from OMol25: C46H35N5PPdS3 as an isolated structure (ωB97M-V/def2-TZVPD).

Geometry as XYZ:
```
91
Properties=species:S:1:pos:R:3:forces:R:3
Pd 0.119898 0.316313 -0.283346 -0.557 0.032 -1.008
S 7.258298 0.331713 -1.590546 -0.440 -0.034 -0.426
C 7.627998 0.369913 -3.261046 -0.131 -0.004 0.202
C 6.508598 0.366613 -4.034846 0.377 -0.005 -0.080
C 5.324798 0.330113 -3.276946 -0.147 -0.018 0.613
C 5.545698 0.302313 -1.921046 0.830 0.051 -0.685
C 4.597098 0.265613 -0.836746 -0.038 -0.085 1.276
C 3.213898 0.138813 -1.064546 -0.102 -0.181 0.012
N 2.316098 0.106813 -0.101146 0.234 0.844 0.287
C 2.716198 0.218513 1.193654 1.076 -0.038 -0.853
C 4.092398 0.301013 1.528654 -0.907 -0.133 0.023
C 4.465498 0.356413 2.907054 -0.038 -0.005 0.288
C 3.540298 0.341713 3.892454 0.252 0.019 -0.006
C 2.144098 0.325613 3.594454 0.100 -0.098 -1.058
C 1.151898 0.352713 4.569854 -1.109 0.096 -0.201
C -0.199102 0.430413 4.206654 1.260 -0.085 -0.137
C -0.475302 0.491913 2.831354 0.504 -0.111 -0.109
N 0.440698 0.378613 1.901854 0.500 0.228 1.437
C 1.748698 0.290913 2.228754 -1.077 0.098 1.417
C -1.281502 0.425913 5.155954 -0.655 0.009 0.861
C -2.634102 0.399813 4.903554 0.626 0.014 -0.077
C -3.420202 0.363513 6.066554 -0.064 0.003 0.378
C -2.670802 0.362113 7.202554 0.224 -0.004 -0.087
S -0.990102 0.406713 6.872254 -0.426 0.008 -0.477
C 5.021298 0.327513 0.495854 -0.391 -0.048 -0.992
H 8.653698 0.389513 -3.574246 0.171 0.014 -0.093
H 6.530298 0.387313 -5.110146 0.028 0.012 -0.143
H 4.346198 0.333013 -3.720746 -0.220 -0.007 -0.065
H 2.826298 0.038713 -2.072746 0.045 0.042 0.070
H 5.518398 0.409613 3.139854 0.103 -0.017 0.082
H 3.834898 0.371313 4.930254 0.117 0.008 0.109
H 1.426598 0.325313 5.613654 0.103 0.008 0.124
H -1.489202 0.644613 2.478854 -0.102 -0.032 -0.074
H -3.060602 0.403913 3.917354 -0.042 -0.008 -0.205
H -4.495702 0.337713 6.058454 -0.143 0.004 0.061
H -3.009902 0.334913 8.219254 -0.085 0.007 0.196
H 6.074098 0.397413 0.726754 0.089 0.035 0.079
C -6.535802 -0.886587 0.150954 0.028 -0.008 0.027
C -5.736302 -0.430987 1.187154 -0.120 -0.007 0.074
C -4.454302 0.007113 0.919854 0.139 0.061 -0.133
C -3.963302 -0.001887 -0.383246 0.472 -0.254 0.371
C -4.771202 -0.451287 -1.423346 0.192 0.170 0.033
C -6.055602 -0.885287 -1.149346 -0.110 -0.006 -0.050
P -2.233302 0.545713 -0.621746 0.040 0.561 -0.995
C -1.736102 -0.295287 -2.170146 -0.198 -0.068 -0.207
C -1.832802 -1.690787 -2.181146 -0.141 0.288 -0.068
C -1.335102 -2.412587 -3.246346 -0.020 -0.053 -0.065
C -0.745802 -1.755387 -4.316746 0.074 0.010 0.019
C -0.638702 -0.372987 -4.307046 0.045 -0.025 -0.049
C -1.122502 0.364113 -3.237346 -0.372 -0.004 0.074
C -2.365202 2.309613 -0.997546 -0.210 -0.067 0.094
C -3.554902 2.946113 -1.261346 0.385 -0.353 0.037
C -3.566802 4.327813 -1.480746 0.096 0.364 -0.039
C -2.408102 5.052913 -1.407146 -0.244 -0.058 -0.010
C -1.173502 4.437513 -1.110446 0.121 -0.397 -0.003
C 0.025798 5.166813 -0.971346 0.218 0.085 0.037
C 1.189498 4.532013 -0.641746 -0.173 0.152 -0.004
C 1.219198 3.136613 -0.449246 -0.058 -0.300 0.035
C 0.079398 2.387713 -0.593146 0.436 -1.551 0.527
C -1.142902 3.029913 -0.905846 -0.339 0.119 -0.124
H -7.531302 -1.245787 0.357854 -0.128 -0.017 0.011
H -6.108902 -0.420387 2.199454 -0.071 -0.006 0.111
H -3.821102 0.379113 1.717154 -0.017 -0.019 0.086
H -4.399002 -0.447487 -2.438646 0.028 -0.064 -0.045
H -6.686902 -1.223287 -1.956446 -0.064 -0.052 -0.081
H -2.329202 -2.194887 -1.358146 0.072 -0.053 -0.037
H -1.407902 -3.489187 -3.240346 -0.052 -0.143 -0.061
H -0.381402 -2.321187 -5.161346 0.073 -0.031 -0.048
H -0.175302 0.135313 -5.139746 -0.001 0.055 -0.081
H -1.068402 1.448213 -3.248246 0.093 -0.093 0.051
H -4.480802 2.390313 -1.297546 -0.048 -0.051 0.002
H -4.505402 4.813813 -1.695246 -0.073 0.123 -0.031
H -2.429602 6.121513 -1.556546 0.004 0.150 -0.018
H 0.007198 6.238213 -1.106646 -0.010 0.106 -0.042
H 2.102298 5.094413 -0.506946 0.040 0.079 -0.040
H 2.167598 2.685613 -0.175146 -0.119 -0.048 -0.058
C 1.666098 -5.410487 -2.367046 0.142 -0.030 0.085
C 2.231498 -4.872887 -1.049646 0.045 -0.169 -0.346
C 1.291798 -3.894387 -0.456646 -0.496 -0.241 0.551
N 1.253398 -2.632687 -0.646846 1.036 -0.375 -0.670
N 0.240598 -2.004787 -0.036346 -0.869 1.032 0.583
C -0.532502 -2.806987 0.651054 0.295 -0.475 -0.094
N -1.609402 -2.398087 1.334354 -0.171 0.291 0.105
S -0.030102 -4.474487 0.578054 0.176 0.785 -0.250
H 2.349098 -6.141287 -2.789246 0.018 -0.113 -0.090
H 1.537798 -4.602987 -3.083346 -0.053 0.068 -0.054
H 0.704398 -5.889787 -2.196346 -0.088 -0.056 -0.080
H 3.196198 -4.398087 -1.229846 -0.025 0.043 0.140
H 2.364898 -5.702687 -0.352146 0.166 0.088 0.000
H -1.859102 -1.420187 1.264354 -0.077 -0.147 0.087
H -2.215602 -3.050387 1.795454 -0.053 0.088 -0.005
```
Forces are in eV/Å.

The total energy is -100990.99686 eV. The frontier orbital gap (spin up / spin down) is 6.318 / 6.315 eV. Its net charge is +1. Its HOMO energy (spin up / spin down) is -9.391 / -9.388 eV. The value obtained for the strongest force on any atom is 1.8 eV/Å.

Mulliken atomic charge list, values in e, 6 entries: -0.676, -0.198, -0.367, -0.584, -0.388, 0.316

---

Entry from OMol25: a 2-piece molecular cluster, C11H17N4 overall (ωB97M-V/def2-TZVPD).

Geometry as XYZ:
```
32
Properties=species:S:1:pos:R:3:forces:R:3
C -4.314428 -0.524960 1.252711 0.133 1.920 -0.035
C -0.670559 -1.278475 0.931562 3.352 -2.235 -1.053
C -1.978203 -1.782367 0.971133 -1.278 0.316 0.395
C -2.805816 -0.579874 0.964280 -1.183 0.095 -0.072
C -1.971649 0.477525 0.730936 -0.110 2.234 -1.686
C 0.522284 -2.096877 1.110062 -4.644 -0.587 0.700
C 0.213223 -3.340860 1.595709 1.729 -0.548 2.826
C -1.112560 -3.796371 1.627343 0.475 -3.586 -0.453
C -2.241320 -3.214957 1.113650 -0.249 0.631 1.152
N -0.645225 0.047951 0.618667 -2.346 -0.059 0.183
H 1.476055 -1.786871 0.977915 2.775 1.270 -0.179
H 0.927906 -3.990305 2.345749 -1.271 1.631 -2.772
H 0.108779 0.683044 0.557018 0.741 0.044 0.371
H -1.018284 -4.884858 1.899776 -1.208 1.023 -0.181
H -2.159477 1.550172 0.316437 -0.117 -2.039 1.449
H -3.229026 -3.863704 1.047815 2.054 2.102 0.100
H -4.774153 -1.474750 1.244694 -0.113 -1.379 0.978
H -4.903465 -0.121169 0.451535 0.206 0.706 -1.101
H -4.691866 0.171398 2.083397 1.111 -1.476 -0.597
C 4.259565 2.164858 -1.450990 -2.075 -1.844 4.652
C 1.874724 2.393729 -1.790965 1.176 4.708 1.084
N 3.036589 2.970286 -1.290038 -2.031 -3.018 -1.725
N 1.954074 1.265485 -2.401874 3.159 -3.323 0.836
N 0.733023 3.271106 -1.664854 1.354 -2.702 0.176
H 2.789241 3.536754 -0.500438 0.690 0.366 0.399
H 2.920550 0.564777 -2.211186 -3.988 2.786 -0.833
H 1.108033 0.846482 -2.697880 -0.738 -0.658 -0.651
H -0.101505 2.758644 -1.320793 0.408 1.199 -1.083
H 0.750120 4.113963 -2.268349 -0.421 -1.022 0.817
H 4.750912 2.401295 -2.262882 1.838 0.680 -4.963
H 4.246669 1.000669 -1.230172 -0.417 2.280 -0.443
H 4.945788 2.518261 -0.749967 0.988 0.484 1.708
```
Forces are in eV/Å.

The calculation puts the energy above the lowest of the compared OMol25 structures with the same formula, charge and spin at 471.12 kJ/mol. The total energy is -17633.35844 eV. The frontier orbital gap is 6.660 eV. Its net charge is +1. Its HOMO energy is -10.217 eV. The value obtained for the strongest force on any atom is 5.4 eV/Å.

Mulliken atomic charge list, values in e, 6 entries: -1.318, 0.043, 0.771, 0.536, -0.509, -0.782